This record from the OMol25 dataset describes the molecule C8H15N3O4 at a distorted geometry. The level of theory is ωB97M-V/def2-TZVPD.

energy relative to the best compared isomer or geometry (same formula, charge and spin): 164.80 kJ/mol
gap between HOMO and LUMO: 10.11 eV
structure (SMILES): C[C@H](NC(=O)[C@@H](N)CCC(N)=O)C(=O)O
energy: -779.08085 a.u.

XYZ file:
```
30
Properties=species:S:1:pos:R:3:lowdin_charge:R:1
C 2.042 -0.767 -3.083 -0.030
C 0.923 -0.210 -2.185 -0.315
N -0.190 -1.082 -1.957 0.127
C -0.959 -1.095 -0.833 -0.420
O -1.898 -1.869 -0.713 0.059
C -0.612 -0.216 0.354 -0.297
N -0.632 1.236 -0.080 0.041
C -1.458 -0.503 1.609 -0.128
C -1.113 0.291 2.907 -0.134
C 0.329 0.318 3.227 -0.502
N 0.877 -0.569 4.181 0.124
O 1.087 1.076 2.579 0.007
C 0.516 1.213 -2.650 -0.509
O 1.323 2.128 -2.555 0.077
O -0.759 1.369 -3.069 0.077
H 2.858 -0.059 -3.138 0.080
H 2.382 -1.657 -2.499 0.092
H 1.575 -1.127 -4.049 0.102
H 1.476 0.095 -1.224 0.168
H -0.515 -1.528 -2.763 0.132
H 0.429 -0.268 0.623 0.118
H -1.591 1.609 -0.355 0.108
H -0.332 1.912 0.772 0.138
H -2.448 -0.085 1.277 0.130
H -1.604 -1.574 1.817 0.118
H -1.444 1.295 2.794 0.098
H -1.796 -0.042 3.739 0.132
H 0.274 -1.386 4.570 0.140
H 1.879 -0.691 4.363 0.103
H -0.619 2.185 -3.656 0.163
```


This record from the OMol25 dataset describes the ion C8H15N4 with charge +1 at a distorted geometry. The level of theory is ωB97M-V/def2-TZVPD.

energy relative to the best compared isomer or geometry (same formula, charge and spin): 394.33 kJ/mol
gap between HOMO and LUMO (alpha / beta): 7.12 / 7.13 eV
charge: +1
energy: -532.44283 a.u.

XYZ file:
```
27
Properties=species:S:1:pos:R:3:lowdin_charge:R:1
C 2.360 -1.637 -0.257 -0.216
C 2.397 0.513 -0.003 -0.404
C 1.844 1.878 0.217 -0.088
C 0.498 2.167 -0.422 -0.075
C -0.567 -0.065 -0.699 0.020
C -1.289 -1.141 1.349 -0.069
C -2.796 -1.026 -0.722 -0.032
C -1.367 -1.111 -0.126 -0.431
N 3.528 -1.277 0.151 0.038
N 3.586 0.081 0.199 0.078
N 1.605 -0.534 -0.362 0.135
N -0.519 1.161 0.050 0.099
H 1.857 -2.587 -0.336 0.118
H 1.776 2.070 1.245 0.109
H 2.629 2.592 -0.176 0.166
H 0.235 3.137 -0.072 0.130
H 0.490 2.117 -1.518 0.151
H -0.580 0.053 -1.713 0.123
H -1.374 -2.174 1.597 0.096
H -1.924 -0.628 2.046 0.102
H -0.297 -1.022 1.731 0.083
H -3.251 0.082 -0.504 0.136
H -3.501 -1.832 -0.353 0.116
H -2.763 -1.143 -1.825 0.090
H -0.929 -2.123 -0.511 0.195
H -0.207 0.915 0.969 0.152
H -1.440 1.535 0.044 0.179
```


This record from the OMol25 dataset describes a structure of composition C8H15N5O2 at a distorted geometry. The level of theory is ωB97M-V/def2-TZVPD.

energy relative to the best compared isomer or geometry (same formula, charge and spin): 0.00 kJ/mol
gap between HOMO and LUMO: 8.44 eV
energy: -738.02257 a.u.

XYZ file:
```
30
Properties=species:S:1:pos:R:3:lowdin_charge:R:1
C -0.257 -2.728 -0.860 -0.568
C 1.145 -0.189 1.557 -0.456
C 0.208 1.529 -2.343 -0.136
C 0.307 0.032 -2.064 -0.109
C -1.945 1.347 -0.913 -0.043
C -0.674 2.095 -1.289 -0.230
C -0.044 -0.084 -0.564 -0.316
C -1.267 -1.586 -0.474 -0.135
N 1.172 -0.374 0.263 0.082
N -0.679 1.166 -0.183 -0.050
N 2.237 -0.597 2.375 0.126
N 0.054 0.226 2.290 0.124
N -1.808 -1.672 0.857 0.047
O 0.864 -2.870 -0.182 0.056
O -0.566 -3.485 -1.730 0.099
H 1.196 1.896 -2.318 0.099
H -0.168 1.821 -3.330 0.121
H -0.279 -0.675 -2.674 0.121
H 1.272 -0.369 -2.200 0.100
H -2.689 1.841 -0.398 0.071
H -2.321 0.453 -1.570 0.148
H -0.526 3.160 -1.093 0.141
H -1.994 -1.463 -1.204 0.085
H 3.014 -1.050 1.946 0.087
H 2.056 -0.385 3.434 0.146
H -0.607 0.813 1.798 0.083
H 0.258 0.417 3.248 0.088
H -2.588 -0.997 0.980 0.085
H -1.119 -1.305 1.554 0.057
H 1.190 -1.851 0.006 0.079
```


This record from the OMol25 dataset describes a cluster of 2 separate species, C8H15NO in total at a distorted geometry. The level of theory is ωB97M-V/def2-TZVPD.

energy relative to the best compared isomer or geometry (same formula, charge and spin): 430.36 kJ/mol
gap between HOMO and LUMO: 9.18 eV
structure (SMILES): C=CC(C)=O.C=C(C)NC
energy: -443.67726 a.u.

XYZ file:
```
25
Properties=species:S:1:pos:R:3:lowdin_charge:R:1
C -1.825 0.922 -1.613 -0.027
C -1.377 -0.227 -1.122 -0.111
C -1.286 -0.751 0.617 -0.463
C -1.667 0.429 1.470 -0.027
O -1.648 -1.885 0.850 0.011
H -1.582 1.861 -1.127 0.055
H -2.372 0.975 -2.545 0.052
H -1.597 -1.151 -1.655 0.083
H -1.028 1.274 1.215 0.055
H -2.707 0.687 1.290 0.095
H -1.528 0.186 2.525 0.084
C 1.208 1.444 -0.014 0.039
C 0.945 0.192 -0.490 -0.416
C 1.505 -0.259 -1.818 -0.048
N 0.773 -0.897 0.456 -0.072
C 1.401 -0.945 1.776 -0.053
H 1.360 2.249 -0.714 0.063
H 1.106 1.719 1.022 0.048
H 0.901 -1.049 -2.269 0.074
H 1.503 0.582 -2.509 0.084
H 2.525 -0.630 -1.707 0.088
H 0.761 -1.798 -0.010 0.138
H 1.625 0.036 2.183 0.076
H 2.306 -1.545 1.722 0.085
H 0.701 -1.420 2.469 0.088
```


This record from the OMol25 dataset describes a cluster of 3 separate species, C8H15NO in total at a distorted geometry. The level of theory is ωB97M-V/def2-TZVPD.

energy relative to the best compared isomer or geometry (same formula, charge and spin): 570.76 kJ/mol
gap between HOMO and LUMO: 9.19 eV
structure (SMILES): C=CC(=C)C.C=C=C.NO
energy: -443.62378 a.u.

XYZ file:
```
25
Properties=species:S:1:pos:R:3:lowdin_charge:R:1
C 1.273 0.402 1.727 0.013
C 0.076 0.333 2.301 -0.159
C -1.029 -0.534 1.887 -0.379
C -1.129 -1.059 0.667 0.060
C -2.077 -0.772 2.940 -0.077
H 1.573 -0.275 0.943 0.033
H 2.032 1.073 2.100 0.055
H -0.134 0.960 3.162 0.099
H -0.415 -0.849 -0.111 0.033
H -1.965 -1.686 0.397 0.060
H -2.859 -1.434 2.576 0.071
H -1.628 -1.218 3.829 0.079
H -2.535 0.172 3.240 0.079
C -0.113 0.911 -3.586 -0.045
C -0.234 1.539 -2.438 -0.175
C -0.314 2.102 -1.277 0.027
H -0.927 0.306 -3.959 0.064
H 0.546 1.294 -4.354 0.064
H 0.186 1.693 -0.413 0.042
H -0.862 3.023 -1.140 0.066
N 2.383 -1.431 -1.163 -0.039
O 1.390 -0.578 -1.674 -0.220
H 2.196 -2.395 -1.460 0.080
H 3.293 -1.140 -1.504 0.072
H 1.274 -0.435 -2.691 0.095
```


This record from the OMol25 dataset describes a structure of composition C8H15NOPPr at a distorted geometry. The level of theory is ωB97M-V/def2-TZVPD.

expectation value of S²: 2.009
gap between HOMO and LUMO (alpha / beta): 5.62 / 5.61 eV
energy: -1301.97568 a.u.
2S+1: 3

XYZ file:
```
27
Properties=species:S:1:pos:R:3:lowdin_spin:R:1
C -0.168 -0.992 -3.100 -0.029
C -0.761 -0.119 -3.977 -0.003
C -0.763 1.306 -3.893 -0.008
C 0.122 2.046 -3.035 -0.002
C 0.833 1.517 -2.005 -0.020
Pr -1.075 0.423 -1.489 2.069
P -0.235 -2.458 -0.733 -0.001
H -0.049 -2.039 -3.412 -0.003
H -1.332 -0.557 -4.810 0.000
H -1.389 1.846 -4.613 0.000
H 1.603 2.057 -1.457 -0.002
H 0.128 3.124 -3.238 0.000
H 1.080 -2.641 -0.194 -0.001
H -0.175 -3.573 -1.610 0.000
H -0.993 -3.134 0.278 0.001
C -0.472 1.424 3.307 0.000
N 0.270 0.208 2.971 0.001
C 0.929 -0.590 4.013 0.000
C 0.373 -0.127 1.693 0.001
O -0.364 0.398 0.803 -0.001
H -0.460 1.512 4.393 0.000
H -1.503 1.342 2.938 0.000
H 0.017 2.301 2.852 0.000
H 0.561 -1.629 3.999 0.000
H 2.024 -0.601 3.887 0.000
H 0.684 -0.146 4.979 0.000
H 1.116 -0.899 1.452 0.000
```


This record from the OMol25 dataset describes a structure of composition C8H15NOS at a distorted geometry. The level of theory is ωB97M-V/def2-TZVPD.

energy relative to the best compared isomer or geometry (same formula, charge and spin): 467.18 kJ/mol
gap between HOMO and LUMO (alpha / beta): 7.65 / 7.37 eV
energy: -841.84495 a.u.

XYZ file:
```
26
Properties=species:S:1:pos:R:3:lowdin_charge:R:1
C 1.827 1.401 -0.641 -0.358
C 3.252 0.183 1.445 -0.120
C 0.454 -0.329 -2.391 -0.104
C -3.254 0.667 -0.431 -0.189
C 1.707 0.067 1.312 -0.257
C 0.759 -0.832 -0.951 -0.207
C -2.549 1.482 0.608 -0.383
C 1.181 0.327 -0.021 -0.374
N 2.239 2.408 -0.996 0.221
O -0.261 2.519 1.265 -0.522
S -0.752 1.799 0.114 0.971
H 3.802 -0.355 0.541 0.103
H 3.729 -0.269 2.418 0.097
H 3.593 1.314 1.353 0.103
H -0.450 0.413 -2.397 0.074
H 0.307 -1.072 -3.175 0.058
H 1.355 0.396 -2.756 0.116
H -3.136 -0.483 -0.325 0.098
H -4.322 0.755 -0.568 0.053
H -2.885 0.794 -1.540 0.090
H 1.436 -0.897 1.763 0.121
H 1.408 0.864 2.014 0.108
H 1.493 -1.515 -0.996 0.064
H -0.097 -1.412 -0.604 0.111
H -2.386 0.841 1.413 0.047
H -2.962 2.410 0.932 0.079
```


This record from the OMol25 dataset describes the molecule C8H15OPS at a distorted geometry. The level of theory is ωB97M-V/def2-TZVPD.

energy relative to the best compared isomer or geometry (same formula, charge and spin): 112.90 kJ/mol
gap between HOMO and LUMO: 7.58 eV
energy: -1128.50383 a.u.

XYZ file:
```
26
Properties=species:S:1:pos:R:3:lowdin_charge:R:1
C 4.179 1.708 -0.138 -0.026
C 0.235 -1.320 -1.132 -0.366
C 3.230 0.956 -0.675 -0.287
C 1.394 -1.345 -0.148 -0.265
C -1.956 -0.700 2.161 -0.126
C -2.340 1.024 -1.307 -0.137
C -1.770 0.337 1.062 -0.301
C -2.448 -0.061 -0.245 -0.711
O 3.990 -1.199 0.901 -0.373
P 3.081 -0.764 -0.156 0.765
S -1.842 -1.667 -0.863 0.830
H 4.302 2.753 -0.372 0.062
H 4.865 1.280 0.577 0.058
H 0.192 -0.392 -1.692 0.031
H 0.315 -2.161 -1.817 0.036
H 2.515 1.302 -1.403 0.061
H 1.404 -2.264 0.442 0.045
H -3.014 -0.878 2.345 0.075
H -1.492 -1.641 1.875 0.043
H -1.497 -0.358 3.085 0.071
H -2.785 0.692 -2.242 0.070
H -1.298 1.282 -1.489 0.063
H -2.858 1.922 -0.974 0.077
H -0.704 0.489 0.879 0.098
H -2.196 1.291 1.382 0.112
H -3.505 -0.285 -0.058 0.098
```


This record from the OMol25 dataset describes a cluster of 2 separate species, C8H16 in total at a distorted geometry. The level of theory is ωB97M-V/def2-TZVPD.

energy relative to the best compared isomer or geometry (same formula, charge and spin): 144.10 kJ/mol
gap between HOMO and LUMO: 10.54 eV
structure (SMILES): C=CCC.C=CCC
energy: -314.33965 a.u.

XYZ file:
```
24
Properties=species:S:1:pos:R:3:lowdin_charge:R:1
C 1.896 3.183 -1.751 0.002
C 1.979 4.148 -2.716 -0.228
C 3.009 4.229 -3.764 -0.272
C 2.582 3.639 -5.213 -0.089
H 1.062 3.203 -1.041 0.046
H 2.663 2.412 -1.615 0.055
H 1.197 4.911 -2.827 0.099
H 3.976 3.783 -3.462 0.103
H 3.161 5.321 -3.872 0.099
H 3.344 3.830 -5.988 0.060
H 1.658 4.175 -5.488 0.061
H 2.367 2.557 -5.190 0.065
C -1.725 -3.031 2.201 -0.014
C -0.450 -3.500 2.150 -0.185
C 0.019 -4.954 1.809 -0.274
C 0.757 -5.058 0.478 -0.133
H -1.939 -1.987 2.456 0.048
H -2.576 -3.689 1.989 0.052
H 0.395 -2.821 2.324 0.090
H -0.926 -5.528 1.746 0.097
H 0.630 -5.400 2.618 0.104
H 0.808 -6.104 0.131 0.070
H 1.784 -4.677 0.600 0.071
H 0.248 -4.456 -0.294 0.075
```